No. 1
{
  "formula": "C31H20Cl5P2S2Sc",
  "method": "ωB97M-V/def2-TZVPD",
  "symbols": ["C", "C", "C", "H", "P", "C", "C", "Cl", "C", "H", "H", "H", "H", "C", "C", "H", "C", "C", "H", "Cl", "C", "S", "C", "C", "C", "C", "H", "H", "C", "H", "H", "C", "H", "Cl", "P", "Sc", "C", "H", "C", "C", "Cl", "S", "H", "H", "C", "H", "C", "C", "H", "C", "C", "Cl", "C", "H", "C", "C", "C", "H", "H", "C", "C"],
  "positions_angstrom": [[-2.917, 4.271, -2.335], [-1.204, -4.934, -1.326], [-3.014, -3.273, 2.912], [3.448, 4.071, 3.580], [1.440, 0.531, -0.430], [2.206, 2.482, 3.133], [-2.062, 4.222, -0.068], [-1.391, 3.358, 1.366], [-0.765, -1.663, 2.602], [0.832, 0.926, 2.348], [-1.163, -5.906, -0.863], [-1.891, -5.686, -3.248], [-1.616, -1.401, -2.861], [2.284, -1.382, -2.117], [3.125, 3.454, 2.772], [0.121, -1.055, 2.354], [-2.119, -3.097, 3.988], [3.808, -0.907, -0.297], [-3.854, -3.983, 2.947], [-3.205, 8.018, -0.760], [-1.057, -2.524, -1.051], [1.024, 1.815, -2.028], [3.107, -2.375, -2.583], [-2.328, 5.568, 0.145], [4.354, -2.595, -2.003], [-1.384, -2.398, -2.426], [5.022, -3.378, -2.337], [-0.382, -2.162, 4.717], [3.067, 2.640, 0.527], [2.637, -2.857, -3.490], [4.200, -0.295, 0.515], [-1.603, -4.767, -2.676], [5.645, -1.992, -0.427], [-3.335, 3.412, -3.752], [-1.282, -1.125, 0.004], [-1.216, 1.821, -0.630], [-2.371, 3.536, -1.299], [-0.603, -4.009, 0.502], [2.587, -0.739, -0.919], [1.695, 1.589, 2.156], [-1.827, 6.333, 1.612], [-2.824, -0.069, -0.830], [3.326, 2.710, -0.539], [-2.051, -3.366, -4.198], [-0.919, -3.826, -0.507], [4.315, 4.249, 1.174], [-1.001, -2.294, 3.839], [-2.848, 6.301, -0.898], [-3.565, -2.612, 0.903], [-1.649, -3.509, -3.215], [-3.210, 5.625, -2.125], [-4.096, 6.480, -3.265], [-0.057, 0.051, 0.197], [-2.409, -3.554, 4.929], [3.544, 3.550, 1.476], [2.143, 1.615, 0.830], [-1.720, -1.785, 1.603], [1.821, 2.442, 4.169], [1.340, -1.126, -2.605], [-2.841, -2.590, 1.708], [4.688, -1.834, -0.898]],
  "forces_ev_per_angstrom": [[0.030, 0.718, 1.624], [0.041, 0.930, -0.340], [-0.379, -0.275, -0.523], [0.492, 0.656, 0.047], [-2.284, 0.547, 0.258], [-1.083, -0.901, -0.441], [-1.135, -0.176, -1.894], [-0.114, -0.104, -0.465], [-0.048, -0.123, 0.614], [0.743, 0.272, 0.265], [0.036, -0.256, -0.158], [0.291, 1.103, 0.452], [0.423, -0.766, 0.516], [-0.574, -0.076, 0.913], [-0.684, -0.752, 1.058], [-0.473, -0.394, 0.448], [-1.025, -0.067, -0.842], [1.115, -0.802, -1.034], [0.359, 0.471, 0.450], [0.338, -1.073, 0.139], [-0.393, -1.671, -1.145], [-0.163, -0.134, 0.508], [-1.108, -0.280, -1.959], [0.858, 0.397, 0.315], [-0.577, -0.119, 0.278], [-0.340, 0.644, 0.519], [-0.009, 0.131, -0.184], [0.339, 0.132, -0.237], [-0.265, -0.528, -0.824], [1.386, -0.011, 0.987], [-0.550, -0.196, 0.004], [0.270, -1.904, 1.192], [0.216, 0.011, -0.010], [-0.150, 0.141, -0.547], [1.543, 2.858, -0.053], [1.464, -2.420, -0.541], [0.859, 0.944, 2.459], [-0.111, 0.175, 0.391], [0.335, 1.203, -0.231], [-0.501, -0.017, 0.408], [-0.260, 0.156, -0.094], [-0.764, 0.062, 0.185], [0.285, 0.251, 0.563], [0.129, 0.088, -0.493], [-0.205, -0.033, -1.773], [-0.236, 0.176, 0.031], [-0.193, 0.186, -0.200], [-1.041, -0.122, -1.622], [0.013, -0.295, -0.003], [-0.143, 0.474, 0.200], [0.512, 0.018, 1.277], [-0.444, 0.578, -0.987], [-0.128, -0.226, -0.222], [0.447, -0.033, -0.012], [0.539, -0.576, -1.395], [1.119, 1.412, 1.150], [0.513, -0.257, -0.452], [0.278, -0.037, -0.771], [0.353, -0.237, 0.014], [0.082, -0.040, 1.334], [-0.025, 0.170, 0.855]],
  "total_charge": 0,
  "gap_ev": 7.5
}

No. 2
{
  "formula": "C4H11N3",
  "method": "ωB97M-V/def2-TZVPD",
  "symbols": ["N", "C", "H", "N", "C", "H", "H", "H", "H", "H", "H", "N", "C", "H", "H", "H", "C", "H"],
  "positions_angstrom": [[-0.871, -1.326, -1.010], [0.828, 1.512, 0.891], [1.754, -0.123, -1.571], [-1.427, 0.482, 0.387], [1.920, -0.563, -0.587], [-1.696, -1.143, -1.561], [2.884, -0.210, -0.223], [-3.067, -0.724, 0.345], [1.796, 1.625, 1.371], [0.777, 2.124, -0.003], [-0.101, -1.717, -1.525], [-2.784, 0.235, 0.146], [-0.565, -0.366, -0.062], [-3.318, 0.875, 0.721], [0.971, -0.637, 1.358], [1.993, -1.648, -0.700], [0.827, -0.158, 0.388], [0.081, 1.764, 1.634]],
  "forces_ev_per_angstrom": [[-0.115, -0.494, 0.400], [1.558, -2.728, -0.746], [0.021, 0.029, -0.051], [-0.049, -1.076, 0.770], [0.010, 0.451, 0.153], [0.006, 0.053, 0.068], [0.039, -0.042, -0.037], [0.147, 0.106, 0.061], [0.332, 0.220, -0.115], [-0.175, 0.131, 0.044], [-0.033, 0.013, 0.041], [-0.153, -0.047, -0.833], [-1.367, 1.194, -0.797], [0.146, -0.209, -0.088], [0.023, -0.375, -0.124], [-0.063, 0.021, 0.046], [-0.131, 3.089, 1.573], [-0.194, -0.337, -0.366]],
  "smiles": "CC(C)/C(N)=N/N",
  "total_charge": 0,
  "gap_ev": 8.7,
  "relative_energy_kcal_mol": 51.4
}

No. 3
{
  "formula": "C3H9NO3",
  "method": "ωB97M-V/def2-TZVPD",
  "symbols": ["C", "H", "O", "H", "H", "C", "C", "H", "N", "H", "O", "H", "H", "O", "H", "H"],
  "positions_angstrom": [[-0.151, -1.587, 0.847], [-1.807, -0.221, -2.029], [-1.315, 0.084, -2.617], [1.153, -0.576, -1.356], [-1.382, 0.823, 1.139], [-0.341, 0.888, 0.639], [0.591, -0.253, 0.724], [2.551, -0.698, -0.024], [1.576, -0.277, -0.364], [-1.432, 1.055, -2.661], [-1.220, -1.965, 1.197], [0.850, 2.272, 1.378], [0.335, -2.481, 0.485], [-0.116, 2.096, 1.369], [-0.524, 1.006, -0.452], [1.233, -0.168, 1.725]],
  "forces_ev_per_angstrom": [[1.155, -1.784, -0.941], [-7.040, -4.125, 8.197], [7.023, 5.068, -8.327], [1.624, 0.555, 3.130], [1.296, -1.763, -1.269], [-4.001, 1.445, 0.506], [1.725, -0.653, 2.415], [-3.230, 0.870, -1.690], [1.110, -1.110, -0.926], [0.013, -1.022, 0.110], [-2.628, 1.750, 1.327], [-0.770, 0.166, -0.121], [2.177, -0.010, -0.722], [2.699, 0.245, -0.461], [0.225, 0.617, 0.562], [-1.377, -0.250, -1.790]],
  "smiles": "N[C@H](C=O)CO.O",
  "total_charge": 0,
  "gap_ev": 10.0,
  "relative_energy_kcal_mol": 96.4
}

No. 4
{
  "formula": "C2HFO2Sr",
  "method": "ωB97M-V/def2-TZVPD",
  "symbols": ["O", "C", "O", "Sr", "F", "C", "H"],
  "positions_angstrom": [[-0.157, 0.628, -0.970], [-1.178, -0.265, -0.165], [1.372, -0.851, 0.181], [2.436, 1.452, 0.823], [-2.304, 0.300, 0.502], [0.908, 0.014, -0.622], [-1.078, -1.277, 0.252]],
  "forces_ev_per_angstrom": [[-3.292, -4.068, 3.028], [-3.304, 0.604, -0.431], [-2.043, 1.200, -1.117], [-0.136, -0.643, -0.188], [2.063, 0.390, -1.044], [5.505, 1.566, 0.235], [1.206, 0.952, -0.482]],
  "total_charge": 0,
  "gap_ev": [3.8, 3.4],
  "relative_energy_kcal_mol": 19.5
}

No. 5
{
  "formula": "C10H15N2O5RhSSi",
  "method": "ωB97M-V/def2-TZVPD",
  "symbols": ["H", "C", "O", "H", "H", "N", "C", "H", "H", "Rh", "C", "H", "C", "C", "H", "O", "Si", "H", "H", "O", "C", "H", "C", "H", "S", "C", "O", "N", "C", "C", "H", "H", "H", "H", "O"],
  "positions_angstrom": [[-4.941, -0.283, -0.118], [-3.790, -2.670, -0.948], [-1.673, 1.804, -0.926], [-4.101, -2.838, -2.003], [-3.136, -3.478, -0.579], [1.326, -0.424, -0.337], [-4.146, 0.348, -0.607], [3.380, -2.489, 0.911], [-1.362, -1.653, 1.353], [-0.460, 0.362, -0.575], [-2.252, -1.024, 1.072], [-2.084, -0.036, 1.547], [2.828, 1.733, -0.166], [5.141, 1.108, 0.251], [-4.493, 0.792, -1.543], [0.145, 1.887, 0.634], [-2.892, -1.031, -0.662], [6.180, 1.400, 0.462], [-3.094, -1.455, 1.722], [-1.867, 3.089, 1.305], [4.872, -0.219, 0.218], [5.669, -0.917, 0.513], [2.538, 0.360, -0.224], [-4.705, -2.650, -0.282], [-1.004, 2.860, 0.172], [1.597, -1.626, 0.162], [-0.387, 3.965, -0.549], [2.905, -1.790, 0.354], [4.167, 2.055, 0.136], [3.544, -0.591, 0.043], [-3.775, 1.167, 0.048], [4.443, 3.084, 0.357], [2.009, 2.485, -0.218], [0.928, -2.447, 0.146], [-1.513, -0.878, -1.669]],
  "forces_ev_per_angstrom": [[0.155, 1.139, -0.305], [-0.401, 0.248, 0.409], [-0.358, 3.862, 1.357], [0.248, 0.008, 0.750], [-0.324, 0.071, -0.367], [3.258, -0.232, 1.596], [-0.004, -0.323, 0.402], [-0.427, -0.173, -0.402], [-0.686, 0.358, -0.471], [-0.736, -1.839, -1.741], [-0.330, -0.937, 2.738], [-0.102, -0.284, -0.442], [-0.101, 0.267, 0.090], [1.884, 0.196, 0.287], [-0.064, -0.288, 0.137], [-1.150, 1.251, 0.446], [0.115, -0.281, -1.170], [-0.595, 0.035, -0.114], [0.971, 0.410, -0.769], [0.037, -0.048, -1.312], [0.105, -1.715, 0.630], [-0.528, 0.092, -0.384], [0.137, -1.644, -0.204], [0.878, -0.133, -0.789], [1.202, -0.035, -0.532], [0.436, 1.079, -1.617], [-1.184, -1.126, 0.843], [1.170, 0.080, 0.155], [-1.856, 1.275, -0.394], [-0.009, 0.867, 0.748], [-0.520, -0.682, -0.326], [-0.252, -0.094, -0.358], [1.036, -0.680, -0.078], [-0.715, -0.459, 0.325], [-1.294, -0.265, 0.861]],
  "s2": 6.016,
  "total_charge": 0,
  "spin_multiplicity": 5,
  "gap_ev": [7.4, 7.4]
}

No. 6
{
  "formula": "C7H13BrIN4O",
  "method": "ωB97M-V/def2-TZVPD",
  "symbols": ["H", "H", "C", "C", "N", "N", "C", "H", "N", "H", "C", "C", "Br", "H", "H", "H", "H", "H", "O", "H", "C", "H", "C", "N", "H", "I", "H"],
  "positions_angstrom": [[-0.386, -1.236, 0.437], [3.398, -2.650, 1.214], [-0.830, 0.140, -1.355], [-1.275, 2.962, 1.086], [-0.545, 0.023, -2.836], [-0.301, -1.055, -0.590], [2.483, -2.144, 0.690], [-0.707, 3.148, 3.360], [0.342, -1.914, -1.467], [-1.150, 0.688, 1.202], [0.220, -1.317, -2.854], [0.994, -3.177, -0.952], [-2.035, 2.507, -2.222], [0.681, 3.665, 2.115], [1.938, -3.394, -1.610], [2.725, -1.613, -0.325], [0.197, -4.046, -1.066], [0.666, -1.795, -3.833], [1.403, -3.139, 0.461], [2.049, -1.297, 1.406], [-0.181, 2.874, 2.348], [-0.674, 3.476, 0.205], [-1.794, 1.482, 0.600], [-1.508, 1.266, -0.869], [-2.188, 3.656, 1.325], [-3.894, 1.067, 1.156], [0.372, 1.823, 2.375]],
  "forces_ev_per_angstrom": [[0.251, -0.044, -1.532], [-1.829, 0.917, -1.268], [1.010, -1.612, -2.026], [0.693, 0.384, -0.193], [2.518, -5.816, 5.244], [-1.699, 3.606, -1.999], [-0.154, 1.215, 0.394], [1.217, -0.791, -1.975], [-0.528, 2.849, -3.969], [-1.405, 1.582, -1.458], [-1.701, 2.375, 3.567], [0.553, -2.253, 0.464], [0.167, -0.733, 1.241], [-2.035, -1.667, 0.695], [-1.929, 0.562, 0.986], [-0.012, -1.096, 1.973], [1.799, 1.815, 0.459], [-0.991, 0.954, 2.449], [-0.177, 1.480, -2.572], [0.993, -1.872, -1.418], [0.179, 0.509, -0.650], [-1.443, -1.262, 1.609], [1.735, 0.367, 0.659], [1.254, -2.367, -0.011], [1.852, -1.448, -0.335], [1.072, 0.206, -0.427], [-1.390, 2.138, 0.093]],
  "smiles": "CC[C@@H](I)N(Br)c1ncn(COC)[nH+]1",
  "total_charge": 1,
  "gap_ev": 8.6,
  "relative_energy_kcal_mol": 118.4
}

No. 7
{
  "formula": "C3H2O7",
  "method": "ωB97M-V/def2-TZVPD",
  "symbols": ["O", "H", "O", "C", "C", "O", "O", "H", "O", "O", "O", "C"],
  "positions_angstrom": [[-2.531, -1.778, -3.994], [1.918, -0.924, 2.225], [2.034, 0.021, 2.098], [-1.344, -1.575, -3.766], [-0.077, 0.876, 0.597], [-2.058, 0.273, 1.531], [-0.311, -1.870, -4.401], [-0.163, -0.907, -2.522], [-1.036, -0.814, -2.600], [-1.603, 2.431, 1.841], [0.919, 0.291, 0.610], [-1.390, 1.261, 1.395]],
  "forces_ev_per_angstrom": [[-0.502, -0.086, 0.041], [-0.068, -0.219, -0.001], [1.101, -0.025, 1.914], [0.740, 0.642, 0.086], [0.435, -0.514, 0.450], [-0.311, -2.002, -0.446], [0.227, -0.520, -0.439], [5.477, -0.409, 0.431], [-5.966, 0.309, -0.311], [1.606, -1.695, -1.639], [-1.792, 1.027, -2.288], [-0.947, 3.494, 2.202]],
  "total_charge": -2,
  "gap_ev": [7.1, 8.1]
}

No. 8
{
  "formula": "C7H6O4",
  "method": "ωB97M-V/def2-TZVPD",
  "symbols": ["O", "H", "C", "C", "O", "H", "C", "H", "H", "H", "C", "C", "O", "O", "C", "C", "H"],
  "positions_angstrom": [[-1.446, 2.354, -0.572], [0.771, -1.051, -2.765], [-0.753, -0.338, -1.479], [-1.327, 0.003, -0.203], [-2.057, -1.347, 1.546], [1.320, 0.730, 2.224], [0.378, 0.959, 1.606], [1.267, -0.738, -0.976], [-0.176, 1.834, 1.763], [0.615, -0.976, 0.759], [-2.204, -1.248, 0.314], [-2.199, 1.377, -0.273], [-3.389, 1.397, -0.051], [-2.755, -2.075, -0.427], [-0.059, -0.091, 0.880], [0.486, -0.919, -1.745], [-1.412, -0.507, -2.357]],
  "forces_ev_per_angstrom": [[-0.303, -0.201, -0.023], [0.173, -0.480, -0.534], [1.964, -2.831, -2.776], [0.564, -0.850, 2.562], [-0.512, -0.166, 0.992], [-1.350, 0.756, -0.699], [1.724, -3.245, 0.529], [-0.260, -0.569, -0.945], [-0.542, 1.205, -0.036], [-1.179, 0.695, 0.443], [0.951, -0.204, 0.469], [3.274, 0.604, -0.159], [-1.721, -0.610, 0.300], [-0.359, 0.394, -0.948], [-0.969, 1.991, -1.655], [-1.313, 2.825, 1.760], [-0.144, 0.686, 0.720]],
  "smiles": "C=CC(C=C)(C(=O)[O-])C(=O)[O-]",
  "total_charge": -2,
  "gap_ev": 6.8,
  "relative_energy_kcal_mol": 12.3
}

Number 1: E_tot -5734.1223 Eh. Number 2: E_tot -323.2246 Eh. Number 3: E_tot -400.0679 Eh. Number 4: E_tot -357.5667 Eh. Number 5: E_tot -1673.9015 Eh. Number 6: E_tot -3439.9943 Eh. Number 7: E_tot -642.1296 Eh. Number 8: E_tot -571.2183 Eh.